(1)
Here is 3 unconnected molecules or ions with the total composition C27H63BrN7O5P3 from the Open Molecules 2025 dataset. Energies are from wB97M-V/def2-TZVPD.

Cartesian coordinates (Å):
C: -1.471 0.585 2.687
C: -2.503 -0.252 1.908
O: -2.754 -1.492 2.549
C: -3.795 0.531 1.896
N: -4.857 -0.085 1.095
C: -6.178 0.007 1.713
C: -6.625 1.437 1.923
O: -7.208 2.035 0.769
P: -6.113 2.922 -0.194
Br: -4.652 3.843 -1.825
C: -6.315 4.514 0.700
C: -5.211 4.859 1.701
C: -5.686 6.085 2.519
O: -3.970 5.132 1.089
C: -2.903 5.067 2.007
C: -1.580 4.785 1.336
C: -1.475 4.237 0.069
C: -0.212 3.972 -0.453
C: 0.943 4.230 0.266
C: 0.830 4.794 1.532
C: -0.423 5.065 2.061
H: -0.897 1.240 2.030
H: -1.978 1.246 3.395
H: -0.803 -0.052 3.264
H: -2.128 -0.347 0.883
H: -2.001 -2.067 2.356
H: -3.552 1.501 1.436
H: -4.134 0.773 2.911
H: -4.607 -1.053 0.941
H: -6.131 -0.459 2.715
H: -6.917 -0.568 1.158
H: -7.400 1.428 2.694
H: -5.815 2.055 2.322
H: -6.965 2.681 -1.271
H: -5.067 2.060 0.129
H: -6.447 5.316 -0.027
H: -7.249 4.439 1.254
H: -5.054 4.062 2.439
H: -5.576 7.010 1.960
H: -6.710 5.899 2.840
H: -5.102 6.094 3.441
H: -2.812 6.024 2.537
H: -3.038 4.293 2.777
H: -2.354 3.996 -0.510
H: -0.129 3.544 -1.445
H: 1.919 4.001 -0.138
H: 1.687 5.015 2.154
H: -0.526 5.483 3.056
C: 2.774 -5.041 3.851
N: 1.881 -5.331 2.746
C: 0.739 -6.129 3.162
P: 1.494 -4.189 1.512
O: 0.497 -3.318 2.237
N: 2.684 -3.007 1.203
C: 4.086 -3.114 1.535
C: 2.260 -1.610 1.258
N: 2.205 -5.203 0.244
C: 1.352 -5.249 -0.957
C: 2.797 -6.514 0.471
H: 3.026 -5.970 4.368
H: 2.346 -4.337 4.577
H: 3.724 -4.644 3.501
H: 0.324 -6.674 2.305
H: -0.063 -5.516 3.590
H: 1.034 -6.874 3.902
H: 4.277 -2.833 2.578
H: 4.677 -2.446 0.903
H: 4.479 -4.117 1.359
H: 2.214 -1.234 2.288
H: 1.278 -1.485 0.809
H: 2.948 -0.979 0.692
H: 0.455 -5.857 -0.799
H: 1.898 -5.651 -1.812
H: 1.031 -4.237 -1.226
H: 2.072 -7.275 0.778
H: 3.593 -6.467 1.208
H: 3.257 -6.848 -0.464
C: 3.691 -1.843 -2.363
N: 2.860 -0.939 -3.131
C: 1.487 -0.924 -2.654
P: 3.401 0.602 -3.693
O: 3.303 1.408 -2.423
N: 5.080 0.753 -3.967
C: 5.997 -0.342 -4.185
C: 5.762 1.859 -3.302
N: 3.192 0.137 -5.389
C: 2.556 1.212 -6.173
C: 2.687 -1.154 -5.834
H: 3.220 -2.828 -2.303
H: 3.879 -1.479 -1.344
H: 4.647 -2.024 -2.851
H: 0.811 -0.593 -3.453
H: 1.350 -0.251 -1.799
H: 1.167 -1.924 -2.359
H: 6.331 -0.785 -3.239
H: 6.888 0.009 -4.714
H: 5.567 -1.124 -4.813
H: 5.996 1.628 -2.255
H: 5.153 2.758 -3.320
H: 6.694 2.089 -3.823
H: 1.491 1.313 -5.939
H: 2.661 1.031 -7.244
H: 3.042 2.168 -5.958
H: 1.636 -1.325 -5.579
H: 3.284 -1.971 -5.438
H: 2.779 -1.201 -6.923

Kohn-Sham gap	8.5386	eV
spin multiplicity	1
E_HOMO	-8.37	eV
E	-5424.03056	a.u.
E_LUMO	0.2	eV

---

(2)
Here is a molecular structure, C5H9BCl2Mg from the Open Molecules 2025 dataset. Energies are from wB97M-V/def2-TZVPD.

Cartesian coordinates (Å):
C: -0.269 -1.745 -2.259
C: -0.879 -0.723 -1.250
B: 0.221 0.307 -0.873
C: 1.155 -0.059 0.331
Cl: 2.552 -0.884 0.009
C: 0.811 0.285 1.636
C: -0.383 1.027 1.940
Cl: 1.833 -0.057 2.942
H: -0.609 -2.740 -1.995
H: -0.605 -1.545 -3.268
H: 0.819 -1.777 -2.246
H: -1.190 -1.285 -0.371
H: -1.738 -0.217 -1.678
H: 0.350 1.352 -1.428
H: -1.245 0.829 1.307
H: -0.685 0.896 2.975
H: -0.095 2.193 1.874
Mg: -0.044 4.142 2.356

Kohn-Sham gap	4.3072	eV
spin multiplicity	1
E_HOMO	-16.17	eV
charge	+2
E	-1340.44837	a.u.
E_LUMO	-11.9	eV

---

(3)
Here is 2 unconnected molecules or ions with the total composition C4H8N2S from the Open Molecules 2025 dataset. Energies are from wB97M-V/def2-TZVPD.

Cartesian coordinates (Å):
C: 0.038 1.216 2.485
C: 0.477 -0.953 -0.628
C: -0.859 -1.487 -0.651
C: 0.670 -0.007 -1.815
N: -0.357 1.964 1.554
N: -0.626 2.666 0.716
S: 1.493 -0.900 0.646
H: -0.671 0.860 3.310
H: 1.190 0.994 2.617
H: -1.316 -1.162 -1.595
H: -1.362 -1.174 0.240
H: -0.926 -2.573 -0.465
H: 0.371 -0.514 -2.766
H: 1.739 0.135 -1.937
H: 0.137 0.936 -1.709

Kohn-Sham gap (alpha / beta)	8.3550 / 8.3555	eV
spin multiplicity	1
E_HOMO (alpha / beta)	-8.36 / -8.36	eV
energy relative to the best compared isomer or geometry (same formula, charge and spin)	89.4	kcal/mol
E	-664.79031	a.u.
E_LUMO (alpha / beta)	0.0 / 0.0	eV

---

(4)
Here is a molecular structure, C6H14N3Pb from the Open Molecules 2025 dataset. Energies are from wB97M-V/def2-TZVPD.

Cartesian coordinates (Å):
C: -1.447 -4.178 -0.705
Pb: -0.930 -2.360 0.310
N: -1.733 -0.622 -1.336
H: 0.919 -2.256 0.478
H: -1.135 -1.236 1.720
H: -1.345 -5.032 -0.008
H: -1.073 -4.403 -1.711
H: -2.491 -3.822 -0.798
H: -1.211 -0.070 -2.019
H: -1.968 0.014 -0.574
H: -2.592 -0.967 -1.758
N: 0.967 1.459 -1.769
C: 1.012 1.682 -0.408
C: 1.672 2.823 0.113
C: 1.719 2.981 1.496
C: 1.078 2.022 2.307
C: 0.409 0.973 1.671
N: 0.352 0.785 0.348
H: 0.867 0.498 -2.062
H: 1.571 2.031 -2.339
H: 2.131 3.526 -0.598
H: 2.240 3.827 1.951
H: 1.088 2.086 3.397
H: -0.100 0.237 2.294

Kohn-Sham gap	7.3226	eV
spin multiplicity	1
E_HOMO	-11.44	eV
energy relative to the best compared isomer or geometry (same formula, charge and spin)	5.9	kcal/mol
charge	+1
E	-593.79698	a.u.
E_LUMO	-4.1	eV